172
Properties=species:S:1:pos:R:3:lowdin_charge:R:1 method="wB97M-V/def2-TZVPD" lumo_ev=-7.226 charge=+3 gap_ha=0.131
C -2.811 2.008 -4.614 -0.086
C -2.661 1.250 -3.228 -0.211
C -3.501 -0.045 -3.155 -0.205
C -3.023 -0.948 -2.071 -0.096
N -3.941 -2.116 -1.592 -0.157
C -4.137 -3.109 -2.766 -0.093
C -2.880 -3.928 -2.742 -0.123
C -2.345 -3.828 -1.248 -0.133
C -3.324 -2.946 -0.474 -0.068
C -5.381 -1.673 -1.112 -0.107
C -5.379 -0.654 0.022 -0.202
C -6.867 -0.261 0.511 -0.039
H -2.485 1.527 -5.536 0.072
H -2.624 3.067 -4.441 0.074
H -3.846 2.041 -4.954 0.065
H -2.961 1.873 -2.386 0.111
H -1.590 1.043 -3.217 0.077
H -3.650 -0.514 -4.128 0.108
H -4.488 0.413 -3.088 0.121
H -2.953 -0.234 -1.251 0.103
H -2.014 -1.360 -2.115 0.128
H -5.024 -3.722 -2.602 0.136
H -4.354 -2.579 -3.693 0.128
H -2.979 -4.956 -3.092 0.121
H -2.116 -3.418 -3.328 0.089
H -2.008 -4.776 -0.827 0.113
H -1.347 -3.392 -1.240 0.068
H -4.105 -3.582 -0.058 0.144
H -2.826 -2.277 0.228 0.120
H -5.913 -2.600 -0.900 0.130
H -5.898 -1.160 -1.922 0.128
H -4.966 0.245 -0.436 0.088
H -4.611 -0.863 0.766 0.103
H -6.783 0.471 1.315 0.055
H -7.199 -1.169 1.016 0.073
H -7.572 0.021 -0.271 0.079
C -0.842 -4.773 4.050 -0.090
C -0.422 -3.392 4.686 -0.213
C 0.979 -2.967 4.399 -0.238
C 1.337 -2.276 3.196 -0.112
N 2.871 -2.000 2.973 -0.113
C 3.123 -1.157 1.679 -0.085
C 4.232 -1.874 0.930 -0.201
C 4.054 -3.319 1.185 -0.161
C 3.793 -3.237 2.668 -0.072
C 3.472 -1.152 4.123 -0.100
C 2.694 0.169 4.530 -0.160
C 3.748 1.089 5.314 -0.061
H -1.814 -5.048 4.460 0.076
H -0.194 -5.596 4.351 0.066
H -0.792 -4.679 2.965 0.047
H -0.517 -3.593 5.753 0.125
H -1.275 -2.733 4.520 0.109
H 1.675 -3.768 4.645 0.125
H 1.183 -2.314 5.248 0.118
H 0.863 -1.302 3.323 0.106
H 0.819 -2.686 2.329 0.134
H 3.292 -0.135 2.021 0.125
H 2.302 -1.140 0.963 0.107
H 5.122 -1.363 1.296 0.118
H 4.121 -1.596 -0.118 0.094
H 4.932 -3.892 0.888 0.134
H 3.111 -3.708 0.801 0.080
H 4.738 -3.152 3.204 0.141
H 3.211 -4.096 3.003 0.128
H 4.451 -0.861 3.743 0.118
H 3.612 -1.876 4.926 0.137
H 1.851 -0.124 5.156 0.078
H 2.167 0.637 3.698 0.090
H 4.191 0.507 6.122 0.077
H 3.375 2.036 5.703 0.077
H 4.627 1.430 4.766 0.060
C -6.030 7.681 1.313 -0.104
C -4.578 7.860 1.685 -0.262
C -4.055 6.867 2.706 -0.171
C -4.514 5.484 2.270 -0.111
N -3.859 4.215 2.943 -0.181
C -4.192 4.086 4.479 -0.063
C -4.050 2.593 4.750 -0.150
C -4.193 1.820 3.452 -0.138
C -4.529 2.908 2.411 -0.087
C -2.283 4.172 2.857 -0.044
C -1.768 4.114 1.354 -0.196
C -0.215 3.998 1.137 -0.080
H -6.359 8.464 0.629 0.083
H -6.558 7.928 2.234 0.088
H -6.391 6.749 0.877 0.073
H -4.416 8.856 2.095 0.120
H -3.925 7.889 0.813 0.112
H -4.394 6.988 3.735 0.126
H -2.974 7.004 2.745 0.113
H -4.402 5.131 1.245 0.124
H -5.551 5.207 2.457 0.121
H -3.476 4.611 5.111 0.137
H -5.224 4.430 4.545 0.134
H -3.157 2.391 5.343 0.119
H -4.846 2.233 5.402 0.132
H -3.270 1.299 3.194 0.095
H -5.022 1.113 3.417 0.117
H -4.199 2.794 1.378 0.112
H -5.616 2.992 2.422 0.129
H -1.882 3.342 3.439 0.131
H -1.948 5.102 3.316 0.119
H -2.038 4.989 0.764 0.096
H -2.197 3.353 0.701 0.086
H 0.208 4.700 1.856 0.078
H 0.194 4.122 0.135 0.063
H 0.129 2.974 1.282 0.050
C 1.159 1.662 -1.759 -0.073
C 1.328 0.511 -2.807 -0.218
C 2.770 -0.017 -3.100 -0.151
C 3.661 0.860 -4.127 -0.076
N 5.125 0.370 -4.284 -0.191
C 5.840 1.311 -5.306 -0.031
C 6.980 0.361 -5.910 -0.126
C 6.435 -1.053 -5.858 -0.149
C 5.114 -0.968 -5.073 -0.093
C 5.905 0.146 -2.953 -0.072
C 6.003 1.397 -1.947 -0.185
C 6.437 0.942 -0.551 -0.085
H 1.455 1.290 -0.779 0.059
H 0.131 2.024 -1.729 0.066
H 1.780 2.558 -1.763 0.072
H 1.018 0.925 -3.767 0.092
H 0.601 -0.301 -2.780 0.088
H 2.798 -1.072 -3.373 0.071
H 3.310 0.010 -2.154 0.082
H 3.689 1.920 -3.871 0.128
H 3.152 0.910 -5.090 0.123
H 6.295 2.178 -4.826 0.132
H 5.147 1.577 -6.105 0.134
H 7.816 0.349 -5.210 0.104
H 7.406 0.724 -6.846 0.130
H 7.170 -1.638 -5.305 0.116
H 6.323 -1.474 -6.857 0.127
H 4.843 -1.777 -4.394 0.115
H 4.320 -0.813 -5.803 0.128
H 6.928 -0.097 -3.242 0.126
H 5.448 -0.694 -2.431 0.108
H 5.037 1.898 -1.877 0.097
H 6.703 2.117 -2.370 0.110
H 6.913 1.717 0.051 0.089
H 7.105 0.099 -0.725 0.082
H 5.683 0.677 0.191 0.057
C 1.641 -3.732 -1.317 -0.040
C 1.611 -4.745 -2.482 -0.197
C 1.623 -4.179 -3.979 -0.164
O 0.548 -3.304 -4.115 -0.211
C 0.561 -2.423 -5.257 -0.044
N 2.922 -5.541 -2.272 0.222
H 3.182 -6.397 -2.740 0.175
H 3.727 -4.947 -2.408 0.160
H 2.813 -5.861 -1.320 0.159
H 1.521 -4.138 -0.313 0.091
H 0.829 -3.007 -1.377 0.066
H 2.463 -3.023 -1.421 0.081
H 0.811 -5.436 -2.217 0.155
H 1.390 -4.851 -4.805 0.141
H 2.557 -3.675 -4.230 0.114
H 1.393 -1.755 -5.039 0.059
H -0.294 -1.774 -5.445 0.103
H 0.894 -2.902 -6.178 0.098
O -1.797 -0.206 5.155 0.047
C -1.474 -0.056 6.423 -0.984
O -2.297 -0.017 7.297 0.020
O -0.272 0.103 6.643 -0.049
H -0.881 -0.194 4.868 0.059
O 0.074 0.168 1.901 0.111
C -0.580 -0.369 0.936 -0.901
O -1.811 -0.086 0.890 -0.048
O -0.114 -1.100 0.049 -0.036
H -0.819 0.445 2.117 0.081

92
Properties=species:S:1:pos:R:3:lowdin_charge:R:1 method="wB97M-V/def2-TZVPD" lumo_ev="0.345 / -3.139" spin_multiplicity=2 gap_ha="0.291 / 0.163"
Cd 0.363 0.588 -0.166 1.288
C 3.349 1.516 1.551 -0.033
C 2.934 0.093 1.928 -0.683
C 3.655 -0.922 1.042 -0.021
C 3.286 -0.171 3.394 -0.058
O 1.521 -0.004 1.745 -0.367
Ge 0.284 -0.943 2.778 1.045
O -1.066 -0.026 1.902 -0.388
C -2.245 0.453 2.545 -0.706
C -3.338 0.644 1.490 -0.057
C -2.752 -0.576 3.561 -0.054
C -1.922 1.781 3.229 -0.029
O 0.198 -2.451 1.800 -0.287
C 0.360 -3.840 2.014 -0.695
C -1.004 -4.525 1.911 -0.030
C 0.963 -4.121 3.393 -0.048
C 1.293 -4.358 0.916 -0.016
H 4.427 1.637 1.655 0.091
H 3.060 1.713 0.516 0.052
H 2.842 2.233 2.200 0.090
H 4.735 -0.804 1.141 0.094
H 3.384 -1.938 1.339 0.068
H 3.362 -0.766 0.003 0.057
H 4.357 -0.053 3.551 0.094
H 2.751 0.526 4.044 0.085
H 3.006 -1.195 3.666 0.063
H -3.631 -0.324 1.081 0.062
H -4.207 1.114 1.950 0.093
H -2.989 1.276 0.677 0.002
H -2.791 -1.559 3.087 0.083
H -2.078 -0.620 4.425 0.070
H -3.750 -0.311 3.904 0.093
H -1.628 2.514 2.476 0.079
H -2.774 2.165 3.790 0.091
H -1.083 1.632 3.916 0.077
H -1.664 -4.154 2.698 0.083
H -1.459 -4.300 0.948 0.063
H -0.896 -5.605 2.012 0.089
H 0.305 -3.717 4.167 0.079
H 1.070 -5.194 3.543 0.091
H 1.943 -3.647 3.488 0.077
H 0.876 -4.104 -0.059 0.086
H 2.270 -3.882 1.000 0.071
H 1.409 -5.439 0.992 0.091
O 2.237 1.956 -5.358 0.053
C 3.360 1.664 -4.640 -0.276
C 4.585 1.941 -5.237 -0.023
C 5.763 1.700 -4.551 -0.095
C 5.730 1.155 -3.275 -0.096
C 4.508 0.861 -2.690 -0.025
C 3.318 1.110 -3.358 -0.100
C 1.990 0.880 -2.655 -0.484
O 2.086 0.362 -1.417 -0.335
N 1.122 0.043 -3.546 -0.004
N 0.058 -0.446 -2.955 -0.036
C -0.712 -1.300 -3.511 -0.218
C -1.835 -1.834 -2.772 -0.587
Br -1.645 -1.668 -0.864 0.824
C -2.902 -2.491 -3.236 -0.117
C -3.321 -2.616 -4.633 -0.223
C -4.080 -3.726 -5.018 -0.043
C -4.575 -3.836 -6.305 -0.086
C -4.321 -2.838 -7.236 -0.092
C -3.555 -1.740 -6.874 -0.079
C -3.064 -1.624 -5.583 -0.040
H 1.451 1.829 -4.809 0.087
H 4.584 2.358 -6.236 0.115
H 6.708 1.945 -5.019 0.099
H 6.649 0.966 -2.736 0.095
H 4.448 0.439 -1.696 0.097
H 1.488 1.865 -2.646 0.115
H 1.525 -0.441 -4.342 0.149
H -0.526 -1.688 -4.514 0.129
H -3.554 -2.959 -2.507 0.098
H -4.278 -4.506 -4.293 0.111
H -5.165 -4.700 -6.582 0.102
H -4.732 -2.912 -8.234 0.101
H -3.349 -0.964 -7.599 0.104
H -2.525 -0.731 -5.296 0.110
C -0.130 7.261 -1.946 -0.036
C 0.390 5.908 -1.568 -0.342
C 1.754 5.675 -1.390 -0.029
C 2.110 4.437 -0.890 -0.138
N 1.219 3.482 -0.653 0.004
C -0.060 3.749 -0.975 -0.873
S -1.210 2.463 -0.820 0.516
N -0.503 4.943 -1.381 0.087
H 0.687 7.952 -2.143 0.071
H -0.736 7.649 -1.126 0.084
H -0.773 7.194 -2.823 0.081
H 2.495 6.430 -1.611 0.101
H 3.146 4.190 -0.678 0.109

20
Properties=species:S:1:pos:R:3:lowdin_charge:R:1 method="wB97M-V/def2-TZVPD" lumo_ev=2.667 smiles="O=NNC1=CC=C[C@@H](S(=O)(=O)[O-])C1" charge=-1 gap_ha=0.263
C -1.008 -1.357 -0.090 -0.071
C 0.167 -1.785 0.541 -0.077
C -1.211 0.053 -0.445 -0.281
C 1.383 -1.015 0.499 -0.097
C 0.060 0.932 0.021 -0.065
C 1.428 0.250 0.111 -0.308
N 3.747 0.292 -0.165 -0.094
N 2.575 0.881 -0.261 0.012
O -3.331 1.735 -0.461 -0.382
O 4.682 1.038 -0.429 -0.096
O -3.533 -0.710 -1.079 -0.371
O -3.434 0.066 1.259 -0.368
S -3.118 0.322 -0.133 0.448
H -1.916 -1.862 -0.088 0.064
H 0.219 -2.513 1.262 0.059
H -1.502 0.197 -1.441 0.067
H 2.275 -1.572 0.839 0.106
H 0.124 1.925 -0.571 0.128
H -0.072 1.162 1.092 0.121
H 2.465 1.962 -0.460 0.205

113
Properties=species:S:1:pos:R:3:lowdin_charge:R:1 method="wB97M-V/def2-TZVPD" lumo_ev="-7.873 / -7.864" spin_multiplicity=2 charge=+2 gap_ha="0.156 / 0.157"
Pt 0.194 0.575 1.018 0.643
C -6.753 0.604 -1.965 -0.393
S -6.145 -1.089 -2.180 0.821
C -4.835 -0.857 -3.444 -0.450
C -3.444 -1.158 -2.895 -0.231
C -3.180 -0.275 -1.677 -0.297
N -1.901 -0.477 -1.019 -0.412
P -1.794 -1.191 0.567 1.043
C -3.034 -2.522 0.347 -0.339
C -4.256 -2.488 1.010 -0.077
C -5.173 -3.507 0.827 -0.053
C -4.863 -4.585 0.014 -0.045
C -3.632 -4.641 -0.623 -0.059
C -2.716 -3.617 -0.454 -0.111
C -2.623 -0.056 1.742 -0.346
C -3.676 0.793 1.498 -0.100
C -4.231 1.588 2.502 -0.040
C -3.754 1.498 3.823 -0.062
C -2.714 0.692 4.141 -0.050
C -1.939 -0.034 3.094 -0.394
P -0.550 0.532 -1.273 0.897
C -0.928 1.387 -2.848 -0.324
C -1.482 2.662 -2.884 -0.083
C -1.758 3.258 -4.105 -0.048
C -1.465 2.597 -5.286 -0.039
C -0.913 1.326 -5.251 -0.045
C -0.642 0.720 -4.038 -0.085
C 0.818 -0.542 -1.768 -0.278
C 2.170 0.047 -1.523 -0.215
C 3.251 -0.620 -2.277 0.049
C 3.080 -1.904 -2.698 -0.013
C 1.846 -2.559 -2.573 0.039
C 0.714 -1.851 -2.163 -0.076
H -7.598 0.548 -1.286 0.035
H -7.079 0.995 -2.923 0.040
H -5.978 1.235 -1.539 0.019
H -4.906 0.166 -3.807 0.081
H -5.081 -1.543 -4.253 0.076
H -2.705 -0.962 -3.671 0.100
H -3.387 -2.209 -2.612 0.098
H -3.966 -0.502 -0.954 0.051
H -3.257 0.773 -1.983 0.114
H -4.496 -1.661 1.661 0.102
H -6.126 -3.459 1.331 0.118
H -5.575 -5.387 -0.111 0.118
H -3.385 -5.491 -1.242 0.115
H -1.752 -3.663 -0.942 0.086
H -4.111 0.842 0.512 0.095
H -5.066 2.230 2.277 0.113
H -4.242 2.080 4.589 0.119
H -2.365 0.606 5.157 0.113
H -1.713 -1.065 3.425 0.158
H -1.688 3.196 -1.965 0.101
H -2.196 4.244 -4.139 0.117
H -1.651 3.074 -6.235 0.120
H -0.684 0.805 -6.167 0.119
H -0.195 -0.263 -4.015 0.100
H 2.185 1.139 -1.632 0.152
H 4.177 -0.089 -2.421 0.137
H 3.905 -2.421 -3.159 0.132
H 1.757 -3.594 -2.860 0.129
H -0.263 -2.313 -2.205 0.106
O 1.612 -1.346 2.095 -0.064
C 2.870 -1.788 1.601 -0.303
C 3.342 -0.871 0.459 -0.397
O 4.434 -0.901 -0.037 0.162
O 2.331 -0.156 -0.029 -0.056
C 2.730 -3.090 0.809 -0.150
C 1.490 -3.595 0.451 -0.034
C 1.410 -4.823 -0.186 -0.080
C 2.561 -5.529 -0.499 -0.067
C 3.802 -4.999 -0.179 -0.042
C 3.887 -3.782 0.470 -0.002
C 3.814 -2.013 2.764 -0.158
C 5.050 -1.406 2.922 -0.009
C 5.817 -1.701 4.039 -0.049
C 5.351 -2.578 5.006 -0.057
C 4.112 -3.177 4.855 -0.052
C 3.348 -2.899 3.740 -0.027
H 1.652 -1.392 3.060 0.098
H 0.592 -3.045 0.698 0.084
H 0.445 -5.240 -0.428 0.104
H 2.494 -6.487 -0.992 0.113
H 4.702 -5.543 -0.419 0.116
H 4.846 -3.361 0.727 0.130
H 5.426 -0.719 2.177 0.114
H 6.785 -1.241 4.158 0.113
H 5.952 -2.799 5.872 0.113
H 3.742 -3.864 5.599 0.114
H 2.396 -3.396 3.604 0.129
S 0.311 1.408 3.971 0.792
C -0.588 0.610 2.888 -0.797
C 2.465 5.739 -1.313 -0.236
Ge 3.196 5.553 0.522 0.836
C 4.884 4.506 0.574 -0.206
C 3.257 7.326 1.401 -0.209
C 1.809 4.435 1.582 -0.550
Se 0.698 3.295 0.484 0.866
C -1.061 3.715 1.219 -0.370
H 3.169 6.289 -1.929 0.022
H 1.534 6.299 -1.293 0.021
H 2.284 4.773 -1.777 -0.009
H 5.528 4.790 -0.253 0.020
H 4.686 3.440 0.499 0.006
H 5.426 4.692 1.497 0.022
H 3.993 7.938 0.887 0.023
H 3.537 7.266 2.447 0.022
H 2.295 7.825 1.322 0.022
H 1.144 5.083 2.149 0.022
H 2.350 3.793 2.274 0.007
H -1.321 4.741 0.961 0.040
H -1.048 3.589 2.301 0.020
H -1.777 3.021 0.780 -0.001